1.
The following is a quantum chemistry calculation of a molecular structure, C33H25N3P2PtS2 in a non-equilibrium geometry, from the Open Molecules 2025 dataset.

Last column: Mulliken charge in e.
Atoms and positions in Å:
H -2.855468 1.471573 -2.680734  0.411
C 0.376952 4.718219 2.536482  -0.491
Pt -0.109231 0.158358 0.214983  1.165
C -2.630162 -2.658872 5.895660  -0.189
C 3.044335 5.255850 3.062084  -0.733
C -0.606779 3.985174 -3.266116  -0.195
H 2.592785 1.349760 3.183545  0.494
C 3.579028 -0.383789 -0.116266  -0.803
S 0.352925 -1.455398 1.872010  -0.438
C -0.583827 4.459301 -4.564399  -0.778
H 4.086891 5.460617 3.268743  0.410
C 1.742055 3.831793 -0.989033  -1.046
C -3.626766 -1.405396 2.522954  -0.768
N 0.613931 3.079601 -0.412570  0.308
H 0.237813 1.598267 -6.190374  0.415
N -6.070931 -2.096548 4.905121  -0.505
H -0.858148 4.646897 -2.445133  0.405
C 2.300941 1.310594 1.049723  0.576
C 1.356339 3.813681 2.121206  0.471
C -3.124173 2.047364 -1.801019  -0.407
C 2.066689 6.158001 3.454140  -0.489
C 4.139130 -0.797886 1.076650  -0.620
H 1.650536 4.897241 -0.771646  0.183
H 2.687967 3.475719 -0.577801  0.438
H 2.302612 1.024061 -1.091754  0.225
H 3.848435 -0.872583 -1.043747  0.433
H 4.235460 -0.468484 3.197483  0.404
C -2.557062 -2.199596 4.527856  0.543
H 3.466701 3.397008 2.089504  0.361
C -4.824278 3.024949 -0.411444  -0.573
H -0.277357 3.973306 -6.634383  0.396
H 4.840413 -1.621982 1.090498  0.385
H 1.777677 3.710364 -2.069464  0.446
S -2.306700 -0.677432 0.272035  -0.303
C 2.693159 4.087180 2.398844  -0.313
C -2.376821 -1.250155 1.900931  0.307
H -4.523353 -1.142689 1.977112  0.516
C 0.004518 2.267271 -5.372641  -0.674
H -1.745414 3.625902 0.848197  -0.121
N -2.668086 -3.016422 6.986969  -0.505
C -3.840933 3.506888 0.439015  -0.514
H 0.218435 0.748278 -3.864185  0.433
C 0.729707 5.886699 3.192702  -0.729
C -5.033212 -1.999742 4.421107  -0.159
H -5.868091 3.214591 -0.197983  0.401
H 2.345114 7.071115 3.964265  0.384
C -3.728664 -1.867681 3.814276  0.491
H -4.114697 4.073751 1.319878  0.450
C -2.501207 3.255313 0.171404  -0.052
P 0.816923 2.374589 1.128597  0.046
C -0.313750 2.643448 -3.014604  -0.238
C -1.207816 -1.586207 2.608605  0.380
C -0.006790 1.789637 -4.064850  0.003
C 2.881925 0.884632 2.248639  -0.761
C -0.282511 3.598700 -5.618893  -0.406
C -4.461637 2.295512 -1.536682  -0.608
C -1.327482 -2.063466 3.925564  -0.792
C 2.655827 0.661225 -0.135952  0.123
H -5.222023 1.914268 -2.205861  0.418
H -0.812601 5.498647 -4.761320  0.399
H -0.432653 -2.314962 4.479243  0.518
P -0.414211 2.002655 -1.316493  0.191
C 3.797890 -0.149665 2.260261  -0.748
H -0.668122 4.512016 2.346061  0.308
C -2.131994 2.525319 -0.946402  0.710
H -0.038611 6.580939 3.507109  0.413

Cartesian forces, eV/Å:
H 0.00 0.00 0.01
C 0.07 -0.02 0.04
Pt -0.68 -0.14 -0.16
C 0.00 0.09 -0.27
C -0.02 -0.03 0.00
C -0.02 -0.03 -0.03
H -0.01 -0.01 0.01
C -0.10 0.08 -0.12
S 0.13 0.27 0.05
C 0.00 -0.02 -0.03
H 0.00 0.00 -0.01
C -0.19 0.21 -0.01
C 0.07 0.06 -0.20
N 0.26 -0.13 -0.27
H -0.01 0.00 0.00
N 0.00 0.00 -0.04
H -0.02 -0.01 -0.01
C 0.18 0.12 0.21
C -0.17 0.06 0.02
C -0.05 -0.01 -0.02
C -0.02 -0.01 -0.01
C 0.00 0.01 0.13
H -0.01 0.01 0.03
H 0.00 -0.01 0.00
H -0.12 -0.05 -0.01
H 0.00 0.01 0.01
H -0.01 0.00 -0.01
C -0.09 -0.10 0.33
H 0.00 0.02 -0.02
C 0.05 -0.01 -0.02
H 0.00 0.00 0.01
H 0.00 0.02 0.01
H -0.01 -0.02 -0.01
S -0.16 0.29 -0.05
C 0.02 0.07 -0.03
C -0.14 -0.13 0.04
H 0.01 -0.01 -0.01
C 0.00 0.00 0.06
H 0.03 0.01 -0.02
N 0.01 -0.01 -0.01
C 0.01 -0.02 -0.01
H -0.01 0.01 0.01
C 0.02 -0.02 0.01
C 0.32 0.04 -0.04
H 0.00 0.00 -0.01
H -0.01 -0.01 0.01
C -0.32 -0.07 0.18
H 0.00 0.00 -0.01
C -0.01 0.04 0.09
P 0.27 -0.46 -0.27
C 0.26 -0.38 -0.03
C -0.02 -0.11 0.06
C 0.07 -0.02 -0.06
C -0.08 0.05 -0.05
C -0.01 0.03 0.04
C 0.02 0.01 0.03
C 0.17 0.02 -0.15
C 0.52 0.18 -0.07
H 0.01 0.00 0.00
H 0.01 -0.01 -0.01
H 0.00 0.00 -0.01
P -0.34 0.23 1.01
C 0.06 -0.10 -0.04
H -0.01 -0.01 0.02
C 0.07 0.02 -0.26
H 0.00 0.00 -0.01

Molecular weight   784.74 Da
E_LUMO (spin up / spin down)   -0.1055 / -2.0427 eV
Multiplicity   3


2.
The following is a quantum chemistry calculation of a gas-phase ion, C3H10N3 (charge +1) in a non-equilibrium geometry, from the Open Molecules 2025 dataset.

Last column: Mulliken charge in e.
Atoms and positions in Å:
H -0.446023 1.776595 0.200707  0.357
H -0.247606 -1.114327 -0.694716  0.310
H 1.664691 -1.556953 0.754234  0.393
H 1.148364 -0.347390 -2.250770  0.323
C -0.725739 0.753102 0.047932  -0.015
H -1.793000 1.327233 -1.687052  0.295
H 1.773682 0.130020 1.263227  0.321
C 1.053565 -0.677831 0.983849  -0.692
C 0.311607 -0.242952 -0.328054  0.010
N -1.923222 0.756547 -0.841479  -0.569
N 0.059653 -0.872663 2.047863  -0.455
N 1.407092 0.005380 -1.322959  -0.478
H -0.344236 -1.829478 1.944636  0.336
H -2.747748 1.072976 -0.345384  0.282
H -0.680233 -0.193850 1.606985  0.300
H 1.489153 1.013590 -1.379020  0.284

Cartesian forces, eV/Å:
H 0.07 0.63 2.49
H 0.12 0.11 0.20
H -0.31 0.10 0.22
H 0.09 0.24 0.28
C -1.61 0.89 -6.09
H 0.17 -0.36 0.17
H -0.59 -0.52 -0.02
C 0.95 0.62 -0.74
C 2.43 -3.65 1.30
N 1.69 -1.01 2.29
N -1.20 0.58 -1.76
N -2.61 1.22 0.10
H 0.14 0.87 0.12
H -0.03 0.68 0.04
H -0.17 -0.63 1.78
H 0.86 0.24 -0.39

SMILES string   NC[C@H](N)C=[NH2+]
Molecular weight   88.13 Da
Charge   +1
Energy relative to the best compared isomer or geometry (same formula, charge and spin)   628.6 kJ/mol
E_LUMO   -8.4859 eV
Multiplicity   1


3.
The following is a quantum chemistry calculation of 3 unconnected molecules or ions with the total composition C4H10O2 in a non-equilibrium geometry, from the Open Molecules 2025 dataset.

Last column: Mulliken charge in e.
Atoms and positions in Å:
O 2.283301 0.214317 1.108346  -0.598
H -0.520775 -0.864523 1.426994  0.185
H -0.950378 2.707947 -0.018604  0.257
H 1.349301 0.512062 -2.388984  0.296
H 1.774953 -0.850808 -2.632148  0.280
H -2.865239 -1.938408 1.699739  0.196
H -1.555077 0.585639 -1.200005  0.312
C -2.448765 -1.558074 0.694920  -0.580
C -0.572265 1.681527 0.195998  -0.691
H -2.843517 -2.122058 -0.074477  0.291
H 2.466007 0.307771 0.160539  0.291
H 3.026673 0.769067 1.390179  0.312
H 0.167134 1.777314 1.058777  0.223
C -1.340078 -0.819046 0.620584  -0.150
O 1.854890 -0.157531 -2.038729  -0.590
C -1.164660 0.472545 -0.174659  -0.035

Cartesian forces, eV/Å:
O 1.02 0.71 -0.50
H -1.87 0.50 -0.45
H 0.39 -1.19 -1.17
H -1.86 2.54 -1.05
H -0.11 -2.23 -1.65
H 1.57 0.09 -1.37
H -0.96 -0.49 0.72
C 0.32 -1.02 2.96
C -0.01 -1.58 2.24
H -1.78 0.30 -2.23
H -0.79 -0.61 -0.31
H -0.27 -0.20 0.76
H -1.28 -0.66 -0.84
C 2.56 2.62 1.32
O 2.02 -0.26 2.81
C 1.03 1.49 -1.26

SMILES string   C=CC=C.O.O
Molecular weight   90.12 Da
Energy relative to the best compared isomer or geometry (same formula, charge and spin)   409.4 kJ/mol
E_LUMO   0.6560 eV
Multiplicity   1


What is the formula in the second record? C3H10N3